[1]
This record from the OMol25 dataset describes the molecule C3H7N3O2 in a non-equilibrium geometry. The level of theory is ωB97M-V/def2-TZVPD.

Geometry as XYZ:
```
15
Properties=species:S:1:pos:R:3:nbo_charge:R:1
N 2.56058 -1.46554 -1.34035 -0.81
C 1.10829 -1.31784 -1.06791 0.24
N 0.69130 -0.38285 -0.31285 -0.35
N -0.67828 0.08295 -0.28306 -0.48
C -0.91671 0.62138 1.11990 -0.40
C -1.80469 1.99468 1.04787 0.81
O -2.27088 2.61680 2.02712 -0.59
O -1.92953 2.07664 -0.21210 -0.68
H 3.17518 -1.07760 -0.59573 0.39
H 2.83932 -2.57473 -1.28731 0.37
H 0.39961 -2.13300 -1.49545 0.15
H -1.11630 -0.82836 -0.34802 0.37
H 0.12752 0.99783 1.54672 0.24
H -1.14083 -0.18547 1.85456 0.23
H -1.04457 1.57509 -0.65339 0.52
```

As for the multiplicity: 1. Its SMILES is N/C=N/NCC(=O)O. The gap between HOMO and LUMO is 10.39 eV. The calculation puts the energy relative to the best compared isomer or geometry (same formula, charge and spin) at 461.9 kJ/mol.

***

[2]
This record from the OMol25 dataset describes the ion C6H12N with charge +1 in a non-equilibrium geometry. The level of theory is ωB97M-V/def2-TZVPD.

Geometry as XYZ:
```
19
Properties=species:S:1:pos:R:3:nbo_charge:R:1
C -1.54601 -1.19685 -0.49690 -0.27
C -1.88304 0.05582 -0.16940 0.19
C -0.06900 -1.41045 -0.34565 -0.50
C 0.47723 -0.18370 0.34024 -0.05
C -2.89546 0.99012 0.36482 -0.74
C 2.94371 0.31226 0.21862 -0.38
N 1.51135 0.61636 -0.24756 -0.54
H -2.08120 -1.90415 -1.07451 0.24
H 0.03738 -2.30513 0.23517 0.25
H 0.44184 -1.70590 -1.18811 0.22
H -0.03833 0.22628 1.25049 0.24
H -3.78643 0.31147 0.58132 0.26
H -3.27753 1.83394 -0.26763 0.26
H -2.54581 1.35659 1.34549 0.25
H 3.58526 0.90430 -0.40565 0.22
H 2.98802 0.75749 1.14980 0.22
H 3.13937 -0.71741 0.10622 0.24
H 1.51954 0.43390 -1.28856 0.44
H 1.47912 1.62508 -0.10821 0.44
```

As for the charge: +1. As for the multiplicity: 1. The gap between HOMO and LUMO (alpha / beta) is 9.14 / 7.33 eV. The calculation puts the energy relative to the best compared isomer or geometry (same formula, charge and spin) at 512.6 kJ/mol.

***

[3]
This record from the OMol25 dataset describes a cluster of 11 separate species, H22O11 in total. The level of theory is ωB97M-V/def2-TZVPD.

Geometry as XYZ:
```
33
Properties=species:S:1:pos:R:3:nbo_charge:R:1
O -0.63605 -2.85907 0.80730 -0.97
H -0.34320 -3.17231 1.66307 0.48
H -1.26431 -2.16529 1.00781 0.49
O -0.15747 -0.06810 2.81202 -0.97
H -1.00481 -0.07505 2.36684 0.48
H -0.27637 -0.64903 3.56343 0.48
O -0.50811 2.41498 3.69996 -0.95
H -1.06461 1.94155 4.31835 0.45
H -0.26591 1.76016 3.04515 0.48
O 2.19936 -2.01254 0.25443 -0.95
H 1.30511 -2.34578 0.32858 0.48
H 2.70059 -2.52754 0.88670 0.46
O -2.44433 -0.60617 1.55876 -0.97
H -3.31386 -0.85477 1.87237 0.50
H -2.59858 0.15972 1.00572 0.50
O 0.98547 -0.33691 -4.38609 -0.94
H 1.93328 -0.44555 -4.30811 0.46
H 0.65803 -0.43755 -3.49229 0.48
O -2.44488 0.12564 -1.88849 -0.92
H -2.51034 0.98732 -1.47685 0.47
H -2.15675 -0.45538 -1.18448 0.45
O 0.72033 3.04801 -2.55281 -0.94
H 1.35501 3.02374 -3.26893 0.46
H 1.10214 2.49062 -1.87475 0.48
O 0.12122 -1.27799 -1.90363 -0.96
H -0.48813 -1.91931 -1.53809 0.49
H 0.82502 -1.80455 -2.28263 0.49
O 2.23575 2.49615 0.00151 -0.98
H 2.95198 2.40315 0.62969 0.47
H 1.62599 1.79362 0.22705 0.49
O 0.22083 0.83814 0.11052 -0.97
H 0.40115 0.41818 -0.73052 0.50
H 0.13651 0.11182 0.72825 0.48
```

As for the multiplicity: 1. Its SMILES is O.O.O.O.O.O.O.O.O.O.O. The gap between HOMO and LUMO is 9.76 eV. The calculation puts the energy relative to the best compared isomer or geometry (same formula, charge and spin) at 184.7 kJ/mol.

***

[4]
This record from the OMol25 dataset describes a cluster of 2 separate species, C7H11FNS in total in a non-equilibrium geometry. The level of theory is ωB97M-V/def2-TZVPD.

Geometry as XYZ:
```
21
Properties=species:S:1:pos:R:3:nbo_charge:R:1
C 0.56931 2.87576 -2.50201 -0.20
C 0.50520 3.15012 -1.10363 -0.18
C -0.07695 1.75408 -3.02485 -0.18
C 0.03001 2.21210 -0.20921 -0.29
C -0.66788 0.85485 -2.09984 -0.28
C -0.73158 1.16955 -0.72971 0.36
C 0.79185 -3.64556 2.13256 -0.78
N -0.66902 -1.53909 2.17735 -0.85
F -1.30749 0.32302 0.21021 -0.38
S 0.46039 -2.31248 0.97840 0.48
H 1.10297 3.44296 -3.28782 0.24
H 1.10044 4.07065 -0.70501 0.24
H -0.11309 1.39409 -3.98217 0.22
H 0.15302 2.39479 0.85330 0.23
H -1.05223 -0.00368 -2.66277 0.24
H -0.00084 -4.28950 2.11327 0.23
H 1.03913 -3.40620 3.09339 0.23
H 1.53512 -4.33593 1.70703 0.28
H -0.31527 -1.55780 3.12986 0.44
H -1.59292 -2.05062 2.09056 0.46
H -0.76016 -0.50110 1.82107 0.49
```

As for the charge: +1. As for the multiplicity: 1. The gap between HOMO and LUMO is 8.08 eV. The calculation puts the energy relative to the best compared isomer or geometry (same formula, charge and spin) at 0.0 kJ/mol.

***

[5]
This record from the OMol25 dataset describes the molecule C6H12O. The level of theory is ωB97M-V/def2-TZVPD.

Geometry as XYZ:
```
19
Properties=species:S:1:pos:R:3:nbo_charge:R:1
C 2.57636 0.56244 0.87214 -0.64
C 1.67240 -0.09982 -0.14585 -0.04
O 0.48170 -0.69143 0.45096 -0.46
C -0.44787 -1.30593 -0.80564 -0.27
C -0.81520 -0.05952 0.92505 -0.03
C -1.64942 -0.49091 -0.26208 -0.35
C -2.16702 0.62341 -1.17503 -0.60
H 2.80332 -0.11907 1.69695 0.22
H 2.12305 1.47310 1.27242 0.21
H 3.52612 0.84338 0.39815 0.23
H 2.16839 -0.96746 -0.60238 0.21
H 1.39240 0.56200 -0.97097 0.20
H -0.51788 -2.32069 -0.38163 0.13
H -0.69909 1.01052 1.12235 0.19
H -1.05505 -0.60086 1.84634 0.21
H -2.49442 -1.13453 0.02109 0.20
H -2.47088 0.20270 -2.13978 0.22
H -3.03717 1.14240 -0.74690 0.20
H -1.38976 1.37028 -1.37520 0.20
```

As for the multiplicity: 1. The gap between HOMO and LUMO is 7.97 eV. The calculation puts the energy relative to the best compared isomer or geometry (same formula, charge and spin) at 477.7 kJ/mol.

***

[6]
This record from the OMol25 dataset describes a structure of composition C13H17BrNdO in a non-equilibrium geometry. The level of theory is ωB97M-V/def2-TZVPD.

Geometry as XYZ:
```
33
Properties=species:S:1:pos:R:3:mulliken_spin:R:1
C -0.88044 -1.38853 -2.23655 0.00
C -1.59845 -2.51452 -1.73419 -0.01
C -2.60294 -2.02268 -0.82418 0.00
H -1.43906 -3.55243 -2.03193 0.00
C -2.48373 -0.60552 -0.77792 0.00
C -1.41862 -0.21062 -1.64719 -0.01
H -1.28124 0.79196 -2.05242 0.00
H -0.19589 -1.39926 -3.10798 0.00
H -3.41449 -2.60910 -0.40289 0.00
H -3.17469 0.08855 -0.28258 0.00
Nd -0.28308 -1.58598 0.35236 3.02
Br 1.43712 -3.62420 0.80949 -0.01
C 3.43379 1.46662 -1.02331 0.00
C 2.37497 2.10085 -1.73850 0.00
C 2.09193 1.33219 -2.89824 0.00
H 1.91347 3.05708 -1.46791 0.00
C 2.94215 0.17105 -2.87057 0.00
C 3.80906 0.27972 -1.75109 0.00
H 4.56638 -0.43390 -1.44456 0.00
H 4.00570 1.91547 -0.22792 0.00
H 1.41102 1.61640 -3.68743 0.00
H 2.94591 -0.61026 -3.61294 0.00
C -0.48421 -0.08375 3.97159 0.00
C -1.23243 0.32941 2.70358 -0.01
C -1.67395 1.77369 2.70706 0.00
O -0.39828 0.13369 1.59595 0.01
H 0.31134 0.64602 4.18081 0.00
H 0.03316 -1.04325 3.85523 0.00
H -1.18820 -0.14363 4.81037 0.00
H -2.17884 -0.24414 2.74235 0.00
H -0.84859 2.45261 2.94437 0.00
H -2.01311 2.07169 1.71262 0.00
H -2.48577 1.84476 3.43452 0.00
```

As for the charge: -1. As for the multiplicity: 4. The gap between HOMO and LUMO (alpha / beta) is 4.72 / 4.75 eV. The calculation puts the energy relative to the best compared isomer or geometry (same formula, charge and spin) at 217.2 kJ/mol.

***

- multiplicity of number 6 (C13H17BrNdO)?
  4